# 1
Molecular formula: C6H7NO
Method: DFT, ωB97M-V/def2-TZVPD

Last column: Mulliken charge in e.
Geometry (Å):
C (-1.50, 0.84, -0.62)  -0.590
C (-1.39, -0.25, 0.37)  0.537
C (0.54, -0.82, 1.58)  -0.455
C (0.89, 0.05, 0.49)  0.076
C (1.47, -0.37, -0.74)  -0.920
C (2.02, -0.38, -1.82)  0.242
H (-2.85, 1.38, -0.52)  0.268
H (-0.39, 2.08, -0.44)  0.164
H (-1.03, 0.14, -1.69)  0.210
H (0.21, -1.96, 1.30)  0.243
H (0.53, -0.75, 2.65)  0.278
H (1.29, 1.10, 0.87)  0.419
H (2.59, 0.02, -2.79)  0.312
N (-0.45, 0.19, 1.11)  -0.277
O (-1.93, -1.26, 0.26)  -0.507

As for the charge: 0. The value obtained for the energy is -362.4414 hartree. Its energy relative to the best compared isomer or geometry (same formula, charge and spin) is 233.52 kcal per mole. The largest force on an atom is 0.1258 Eh/bohr. As for the spin multiplicity: 1.

=====

# 2
Molecular formula: C8H22N2Si
Method: DFT, ωB97M-V/def2-TZVPD

Last column: Mulliken charge in e.
Geometry (Å):
C (-0.17, 1.57, -1.42)  -1.361
N (0.05, 1.56, 0.01)  0.224
C (-0.65, 2.54, 0.88)  -0.955
Si (0.46, 0.00, 0.67)  0.354
C (2.27, -0.58, 0.24)  1.776
C (2.27, -1.21, -1.15)  -2.007
C (3.13, 0.68, 0.03)  -1.445
C (2.76, -1.50, 1.35)  -2.306
H (0.32, 2.35, -1.83)  0.361
H (0.24, 0.67, -1.77)  0.529
H (-1.16, 1.76, -1.57)  0.407
H (-0.28, 2.45, 1.82)  0.312
H (-0.50, 3.57, 0.28)  0.239
H (-1.65, 2.24, 0.84)  0.331
H (-0.39, -0.91, 0.04)  -0.230
H (0.35, -0.19, 2.22)  -0.260
H (2.03, -0.65, -2.02)  0.510
H (3.25, -1.52, -1.47)  0.548
H (1.82, -2.16, -1.34)  0.435
H (3.76, 0.76, -0.87)  0.345
H (3.84, 0.83, 0.95)  0.299
H (2.49, 1.56, -0.09)  0.347
H (2.18, -2.37, 1.12)  0.485
H (3.75, -1.60, 1.13)  0.544
H (2.62, -1.18, 2.29)  0.521
H (-3.41, 0.36, 0.74)  0.244
N (-4.39, 0.58, 0.54)  -0.607
C (-4.97, -0.40, 0.04)  0.128
C (-4.31, -1.75, -0.14)  -0.928
H (-6.08, -0.11, -0.13)  0.336
H (-4.85, -2.27, -1.02)  0.276
H (-3.32, -1.74, -0.36)  0.297
H (-4.56, -2.45, 0.71)  0.250

As for the charge: 0. The structure (SMILES) is CN(C)[SiH2]C(C)(C)C.[H]/N=C\C. The value obtained for the energy is -716.8854 hartree. Its energy relative to the best compared isomer or geometry (same formula, charge and spin) is 121.08 kcal per mole. The largest force on an atom is 0.1248 Eh/bohr. As for the spin multiplicity: 1.

=====

# 3
Molecular formula: C9H4Cl4O2
Method: DFT, ωB97M-V/def2-TZVPD

Last column: Mulliken charge in e.
Geometry (Å):
O (2.33, -0.45, -0.70)  -0.531
C (1.39, 0.19, -0.36)  -0.055
C (1.38, 1.75, -0.32)  -0.483
C (0.22, 2.08, 0.60)  -0.787
C (-0.31, 0.86, 1.22)  0.296
O (-0.85, 0.68, 2.24)  -0.495
C (0.10, -0.33, 0.16)  1.848
C (0.00, -1.74, 0.72)  -0.393
Cl (1.05, -2.40, 1.88)  -0.189
C (-0.91, -2.49, 0.10)  0.266
Cl (-1.24, -4.11, 0.43)  -0.181
C (-1.59, -1.63, -0.88)  0.060
Cl (-2.74, -2.18, -1.95)  -0.182
C (-0.93, -0.44, -1.03)  -0.263
Cl (-1.42, 0.71, -2.19)  -0.176
H (2.36, 2.03, 0.13)  0.307
H (1.37, 2.16, -1.42)  0.240
H (-0.64, 2.57, -0.02)  0.241
H (0.42, 2.73, 1.38)  0.477

As for the charge: 0. The structure (SMILES) is O=C1CCC(=O)C12C(Cl)=C(Cl)C(Cl)=C2Cl. The value obtained for the energy is -2336.5553 hartree. Its energy relative to the best compared isomer or geometry (same formula, charge and spin) is 0.00 kcal per mole. The largest force on an atom is 0.0748 Eh/bohr. As for the spin multiplicity: 1.